Entry 1:
ORCA calculation (wB97M-V/def2-TZVPD) on a single C22H29N3O4 molecule.

Calculated values
HOMO level ... -0.2765 hartree
E ... -1320.9220 a.u.
M ... 399.49 g mol⁻¹
Energy above the lowest of the compared OMol25 structures with the same formula, charge and spin ... 43.2 kcal/mol
SMILES ... COc1ccc(OC)c(NC(=O)CCN2CCN(c3ccccc3OC)CC2)c1
Gap between HOMO and LUMO ... 8.149 eV

XYZ file:
```
58
C22H29N3O4, DFT wB97M-V/def2-TZVPD
C -7.313 -0.147 -0.916
O -6.629 -1.375 -0.829
C -5.313 -1.354 -0.475
C -4.675 -2.588 -0.403
C -3.339 -2.670 -0.052
C -2.614 -1.526 0.234
O -1.283 -1.500 0.596
C -0.593 -2.723 0.663
C -3.255 -0.276 0.160
N -2.486 0.845 0.467
C -2.802 2.158 0.379
O -3.876 2.612 0.040
C -1.637 3.052 0.799
C -0.349 2.786 0.004
N 0.169 1.455 0.275
C 1.017 1.346 1.450
C 2.477 1.742 1.166
N 3.036 1.021 0.040
C 3.610 -0.235 0.227
C 3.525 -0.940 1.431
C 4.114 -2.180 1.593
C 4.806 -2.769 0.552
C 4.942 -2.074 -0.636
C 4.378 -0.821 -0.802
O 4.592 -0.188 -2.020
C 5.429 0.948 -1.939
C 2.206 1.222 -1.139
C 0.770 0.763 -0.852
C -4.595 -0.198 -0.190
H -8.330 -0.398 -1.214
H -6.866 0.510 -1.668
H -7.334 0.370 0.048
H -5.238 -3.479 -0.625
H -2.875 -3.643 -0.005
H -0.578 -3.232 -0.306
H -1.026 -3.389 1.416
H 0.429 -2.475 0.951
H -1.497 0.647 0.632
H -1.944 4.088 0.655
H -1.454 2.892 1.864
H -0.577 2.862 -1.061
H 0.378 3.576 0.246
H 0.612 1.974 2.246
H 0.974 0.303 1.778
H 3.099 1.594 2.048
H 2.515 2.808 0.906
H 2.980 -0.524 2.263
H 4.015 -2.692 2.539
H 5.252 -3.745 0.667
H 5.505 -2.487 -1.460
H 5.475 1.362 -2.944
H 6.437 0.665 -1.614
H 5.029 1.695 -1.248
H 2.611 0.664 -1.980
H 2.216 2.290 -1.384
H 0.141 0.902 -1.733
H 0.786 -0.304 -0.607
H -5.045 0.778 -0.235
```

These are the natural (NBO) partial charges, in e, on atoms 1 to 4: C -0.252; O -0.496; C 0.301; C -0.257

Entry 2:
ORCA calculation (wB97M-V/def2-TZVPD) on a molecular structure, C26H48O2P2Sn in a non-equilibrium geometry.

Calculated values
HOMO level (alpha / beta) ... -0.4828 / -0.4831 hartree
E ... -2066.3025 a.u.
M ... 573.33 g mol⁻¹
Charge ... +2
Gap between HOMO and LUMO (alpha / beta) ... 4.694 / 4.778 eV

XYZ file:
```
79
C26H48O2P2Sn, DFT wB97M-V/def2-TZVPD
Sn 0.488 -0.107 0.209
C -2.333 1.738 0.734
C -2.712 0.836 -0.298
C -2.563 -0.348 1.669
C -2.276 1.012 1.954
C -2.847 -0.457 0.277
C -2.100 3.189 0.565
H -1.721 3.435 -0.438
H -1.378 3.575 1.300
H -3.035 3.761 0.701
C -2.009 1.566 3.293
H -1.775 2.630 3.248
H -1.171 1.038 3.752
H -2.876 1.431 3.948
C -2.629 -1.451 2.643
H -3.658 -1.604 3.007
H -1.996 -1.241 3.510
H -2.292 -2.400 2.204
C -3.306 -1.678 -0.419
H -4.409 -1.711 -0.454
H -2.975 -2.590 0.096
H -2.945 -1.723 -1.456
C -3.028 1.218 -1.688
H -3.988 1.757 -1.737
H -3.108 0.343 -2.338
H -2.265 1.882 -2.113
C 1.570 0.547 -2.435
C 0.499 1.363 -2.564
C -0.149 1.593 -3.910
C -1.052 0.464 -4.468
C -1.134 -0.823 -3.667
C -0.078 -1.619 -3.532
C 1.224 -1.316 -4.225
C 2.120 -0.202 -3.611
H 0.629 1.819 -4.663
H -0.683 0.237 -5.487
H -0.747 2.520 -3.852
H 2.386 0.508 -4.414
H 2.238 0.512 -1.554
H 0.084 1.972 -1.745
H 3.072 -0.659 -3.304
H 1.818 -2.243 -4.268
H -0.150 -2.608 -3.059
H 1.037 -1.024 -5.276
H -2.072 0.869 -4.597
H -2.149 -1.124 -3.362
P 2.008 2.151 1.205
C 1.595 2.928 2.813
H 2.454 3.543 3.128
H 1.394 2.156 3.578
H 0.698 3.559 2.689
C 3.783 1.716 1.327
H 4.307 2.559 1.803
H 4.179 1.521 0.317
H 3.880 0.808 1.942
C 1.927 3.520 -0.003
H 2.231 3.144 -0.997
H 2.609 4.320 0.333
H 0.886 3.892 -0.050
P 1.106 -2.767 0.427
C -0.219 -3.705 -0.396
H 0.208 -4.618 -0.843
H -0.685 -3.085 -1.182
H -0.990 -3.971 0.349
C 2.623 -2.875 -0.583
H 2.378 -2.805 -1.655
H 3.131 -3.829 -0.367
H 3.295 -2.041 -0.313
C 1.471 -3.669 1.969
H 1.786 -4.696 1.724
H 0.572 -3.716 2.605
H 2.274 -3.170 2.532
C 0.886 -0.961 4.935
O 0.311 -0.544 3.650
C 1.081 -0.444 2.561
O 2.301 -0.642 2.587
H 1.362 -1.948 4.838
H 0.015 -1.024 5.595
H 1.582 -0.192 5.307
```

These are the Löwdin partial charges, in e, on atoms 1 to 4: Sn 1.138; C -0.165; C -0.173; C -0.168